1.
Here is a structure of composition C20H27Cl5CoF6NO7S3Si at a distorted geometry from OMol25. Energies are from the ωB97M-V functional and the def2-TZVPD basis.

ORCA input file:
```
! RIJCOSX wB97M-V def2-TZVPD def2/J DEFGRID3
* xyz -1 2
Co -0.246 0.166 -0.145
F -3.733 -3.906 0.237
C -3.839 -2.692 0.782
F -5.130 -2.373 0.866
F -3.326 -2.735 2.012
S -2.912 -1.495 -0.292
O -1.546 -1.540 0.227
O -3.119 -1.935 -1.633
N -3.634 -0.174 0.134
S -3.083 1.207 -0.352
O -1.883 1.598 0.383
O -3.077 1.414 -1.766
C -4.405 2.293 0.327
F -5.587 1.995 -0.206
F -4.490 2.185 1.654
F -4.100 3.555 0.020
C -0.958 2.124 3.467
C -0.719 0.619 3.494
C -2.026 -0.146 3.382
C -0.004 0.201 4.776
O 0.072 0.260 2.329
Si 1.720 0.296 2.158
S 1.991 0.258 0.120
O 2.420 -0.941 2.994
C 2.427 -2.358 2.764
C 3.552 -2.686 1.789
C 1.088 -2.839 2.219
C 2.699 -2.987 4.125
O 2.256 1.642 2.935
C 3.584 2.016 3.313
C 3.579 3.537 3.392
C 4.595 1.544 2.272
C 3.896 1.411 4.678
H -1.652 2.405 4.264
H -1.392 2.409 2.511
H -0.022 2.663 3.603
H -2.646 0.032 4.264
H -1.824 -1.214 3.305
H -2.577 0.166 2.503
H -0.619 0.479 5.636
H 0.962 0.691 4.872
H 0.152 -0.879 4.796
H 3.388 -2.175 0.840
H 3.593 -3.762 1.603
H 4.511 -2.368 2.202
H 0.907 -2.453 1.217
H 0.271 -2.512 2.864
H 1.075 -3.930 2.171
H 3.627 -2.591 4.541
H 2.789 -4.071 4.038
H 1.887 -2.760 4.817
H 3.350 3.962 2.414
H 4.550 3.911 3.721
H 2.817 3.869 4.098
H 4.319 1.910 1.283
H 4.633 0.454 2.235
H 5.592 1.914 2.520
H 3.183 1.776 5.421
H 4.902 1.690 5.000
H 3.826 0.325 4.633
Cl 0.523 -2.551 -1.925
C 0.262 -1.052 -2.767
C 0.002 0.110 -2.045
C -0.034 1.290 -2.781
Cl -0.221 2.793 -1.932
C 0.091 1.323 -4.165
Cl 0.014 2.815 -5.032
C 0.286 0.133 -4.859
Cl 0.426 0.142 -6.581
C 0.387 -1.061 -4.155
Cl 0.680 -2.534 -5.008
*
```

## Properties
E_LUMO (spin up / spin down) (eV): 2.39 / 2.48
⟨S²⟩: 1.02
DFT total energy (eV): -193936.4045
E_HOMO (spin up / spin down) (eV): -5.9 / -5.6

=====

2.
Here is a structure of composition C17H21CoIN4O4S from OMol25. Energies are from the ωB97M-V functional and the def2-TZVPD basis.

ORCA input file:
```
! RIJCOSX wB97M-V def2-TZVPD def2/J DEFGRID3
* xyz 2 4
Co 0.017 -0.196 -0.106
O 4.020 1.505 1.217
C 2.794 1.155 0.895
O 2.393 0.020 0.776
C 1.868 2.309 0.688
C 2.240 3.633 0.870
C 1.278 4.615 0.697
C -0.016 4.234 0.368
C -0.290 2.886 0.207
N 0.636 1.933 0.347
C -1.626 2.299 -0.127
O -2.696 3.045 -0.225
O -1.704 1.098 -0.310
H 4.564 0.710 1.352
H 3.255 3.877 1.144
H 1.527 5.659 0.825
H -0.777 4.991 0.237
H -2.539 3.979 -0.026
C -3.719 -1.030 -3.941
C -2.211 -1.046 -3.779
N -1.726 -2.356 -3.337
C -1.565 -2.731 -2.074
S -1.893 -1.667 -0.765
N -1.161 -3.977 -1.807
C -0.997 -5.057 -2.774
C -2.310 -5.718 -3.161
H -4.058 -0.056 -4.287
H -4.207 -1.244 -2.991
H -4.041 -1.771 -4.673
H -1.885 -0.316 -3.039
H -1.703 -0.824 -4.718
H -1.687 -3.076 -4.045
H -1.226 -4.212 -0.828
H -0.311 -5.775 -2.326
H -0.471 -4.661 -3.648
H -2.809 -6.134 -2.287
H -2.124 -6.529 -3.863
H -2.996 -5.014 -3.631
I 1.573 -1.092 -2.348
C 1.621 -2.450 -0.772
C 2.330 -3.635 -0.831
C 2.274 -4.460 0.283
C 1.524 -4.072 1.385
C 0.856 -2.862 1.348
N 0.909 -2.062 0.277
H 2.903 -3.901 -1.706
H 2.812 -5.398 0.292
H 1.462 -4.693 2.267
H 0.258 -2.516 2.180
*
```

## Properties
E_LUMO (spin up / spin down) (eV): -6.71 / -6.81
⟨S²⟩: 3.76
DFT total energy (eV): -88671.4659
E_HOMO (spin up / spin down) (eV): -14.1 / -14.1

=====

3.
Here is a cluster of 7 separate species, C21H51O16P3 in total at a distorted geometry from OMol25. Energies are from the ωB97M-V functional and the def2-TZVPD basis.

ORCA input file:
```
! RIJCOSX wB97M-V def2-TZVPD def2/J DEFGRID3
* xyz 0 1
C 2.749 -1.353 6.015
O 1.539 -0.754 6.167
P 1.287 0.818 5.934
O 0.904 1.515 7.283
O 2.670 1.461 5.452
C 3.048 2.786 5.680
O 0.115 0.995 4.810
C -1.147 1.452 5.116
H 2.996 -1.261 4.914
H 2.852 -2.428 6.327
H 3.579 -0.673 6.651
H 3.931 3.016 5.178
H 2.778 3.093 6.728
H 2.297 3.104 5.174
H -1.016 2.316 5.162
H -1.650 1.189 6.041
H -1.765 1.241 4.341
C -0.184 -4.404 -5.230
O -0.537 -3.534 -4.181
P -1.247 -3.985 -2.846
O -0.620 -5.121 -2.185
O -0.942 -2.721 -1.814
C 0.290 -2.677 -1.087
O -2.859 -4.013 -2.768
C -3.472 -3.037 -3.569
H 0.381 -3.933 -6.159
H -1.072 -4.669 -5.841
H 0.105 -5.430 -4.822
H 1.135 -2.753 -1.876
H 0.309 -3.462 -0.709
H 0.415 -1.739 -0.446
H -4.598 -3.288 -3.301
H -3.188 -3.111 -4.652
H -3.227 -2.083 -3.194
C 2.646 2.789 1.336
O 3.593 2.122 2.214
P 3.864 0.520 2.196
O 4.063 -0.029 0.831
O 5.102 -0.008 3.183
C 5.739 -1.169 2.826
O 2.520 -0.059 2.823
C 1.780 -1.207 2.210
H 3.077 3.737 1.384
H 1.594 2.948 1.759
H 2.462 2.048 0.449
H 6.552 -1.261 3.604
H 6.152 -1.433 1.791
H 5.186 -2.223 2.833
H 0.952 -1.386 2.755
H 2.360 -2.040 2.201
H 1.628 -0.895 1.120
C -1.948 1.165 -1.448
C -1.078 1.181 -0.210
C -1.778 1.007 1.127
O 0.083 1.535 -0.308
H -1.488 1.509 -2.210
H -2.798 1.751 -1.383
H -2.252 -0.012 -1.425
H -1.538 1.728 1.860
H -1.497 0.197 1.519
H -2.783 1.301 1.126
C -1.111 -1.382 -7.965
C -1.275 -0.229 -6.927
C -1.024 -0.466 -5.399
O -1.526 0.954 -7.241
H -0.236 -1.380 -8.249
H -1.848 -1.298 -8.943
H -1.141 -2.399 -7.318
H 0.096 -0.718 -5.199
H -1.926 -1.143 -5.226
H -0.999 0.465 -4.920
C 2.651 0.701 -2.920
C 1.838 1.925 -3.498
C 1.684 3.234 -2.661
O 1.397 1.946 -4.605
H 3.779 0.755 -3.263
H 2.440 -0.135 -3.211
H 2.667 0.879 -1.922
H 2.708 3.552 -2.480
H 1.284 3.145 -1.667
H 1.160 3.888 -3.095
C -4.969 2.249 2.832
C -5.698 1.199 2.125
C -6.835 1.529 1.051
O -5.522 0.006 2.484
H -5.355 3.284 2.733
H -3.905 2.356 2.668
H -5.083 2.163 3.796
H -7.231 0.578 0.873
H -6.470 1.910 0.322
H -7.600 2.060 1.371
*
```

## Properties
E_LUMO (eV): 0.26
SMILES: COP(=O)(OC)OC.COP(=O)(OC)OC.COP(=O)(OC)OC.CC(C)=O.CC(C)=O.CC(C)=O.CC(C)=O
Relative energy (zero: lowest compared OMol25 entry of this formula, charge and spin) (kJ/mol): 489.6
DFT total energy (eV): -83220.8602
E_HOMO (eV): -9.3

=====

4.
Here is a structure of composition C3H8N4O at a distorted geometry from OMol25. Energies are from the ωB97M-V functional and the def2-TZVPD basis.

ORCA input file:
```
! RIJCOSX wB97M-V def2-TZVPD def2/J DEFGRID3
* xyz 0 1
C -1.127 -0.481 -1.789
C 0.245 0.611 -0.072
C -0.739 -1.668 1.594
H -1.150 0.477 -2.874
H -1.126 -1.925 -2.211
H -1.707 -0.049 -0.468
H -1.361 1.479 1.289
H -1.258 -2.337 2.200
H 0.110 -2.144 1.067
H 3.321 0.584 -0.370
H 1.661 0.144 -1.471
N -0.848 0.501 0.845
N -1.297 -0.550 1.556
N 1.379 1.226 0.313
N 2.137 0.932 -0.765
O 0.204 -0.222 -1.150
*
```

## Properties
E_LUMO (eV): 0.43
Relative energy (zero: lowest compared OMol25 entry of this formula, charge and spin) (kJ/mol): 1166.6
DFT total energy (eV): -11237.5326
E_HOMO (eV): -7.9